Entry 1:
Below is 2 unconnected molecules or ions with the total composition C9H21N2O3, with properties calculated with ωB97M-V/def2-TZVPD.

```
35
Properties=species:S:1:pos:R:3:forces:R:3
C 0.33185 2.43796 -4.28107 -0.0943 0.0346 -0.0295
C 0.01954 2.03800 -2.85397 0.3213 -0.1899 -0.0705
O -0.48565 3.16950 -2.15970 -0.1649 -0.1659 -0.0360
C -1.32586 2.86399 -1.07587 -0.0961 0.1922 0.2953
C -0.65064 2.09259 0.05312 0.0639 0.2476 -0.1289
O -0.63420 0.68385 -0.15201 0.1594 -0.0304 0.1883
C -1.51036 -0.07763 0.64539 0.1434 -0.1705 -0.2770
C -0.84733 -1.42784 0.88143 -0.4895 0.1218 -0.4858
C -0.67491 -2.30959 -0.36202 0.0796 -0.5422 -0.1355
C 0.78343 -2.82467 -0.29296 0.2206 0.6143 -0.5235
N 1.35778 -2.37118 0.99991 -0.6795 -0.3223 0.1360
C 0.53029 -1.34040 1.48583 0.1678 0.5281 -0.2355
O 0.91477 -0.46215 2.24760 -0.0986 -1.0289 0.6725
H 0.71664 1.58491 -4.84539 -0.0051 0.0398 0.0768
H -0.57002 2.79956 -4.77990 0.0738 -0.0131 0.0345
H 1.08094 3.23181 -4.30561 -0.0650 -0.0422 0.0234
H -0.68926 1.19921 -2.81872 -0.1078 0.2013 -0.0421
H 0.93613 1.68044 -2.36090 -0.0986 0.0234 0.0195
H -2.23586 2.33685 -1.40290 0.1409 -0.0816 -0.0369
H -1.64807 3.82572 -0.66274 0.0709 -0.0388 -0.1379
H 0.39122 2.42500 0.12520 -0.0957 -0.0456 -0.0053
H -1.14368 2.34490 0.99916 -0.0080 -0.1579 -0.0329
H -2.45035 -0.25302 0.10604 -0.0779 0.0928 0.2188
H -1.72209 0.40823 1.60369 0.0395 0.0650 -0.0804
H -1.48056 -1.99128 1.57883 0.2027 0.1438 0.2468
H -1.38448 -3.13934 -0.35055 0.0643 0.0690 0.0599
H -0.84080 -1.78246 -1.30100 0.0427 0.2045 0.1866
H 0.91129 -3.89059 -0.46933 -0.0876 0.0052 0.3146
H 1.36440 -2.31075 -1.06272 -0.0091 -0.1720 0.0286
H 1.39098 -3.13516 1.66773 0.4339 0.0645 0.0437
N 1.91360 -1.56657 4.63052 0.1909 0.0320 0.2276
H 1.77018 -1.15976 3.68196 -0.2556 0.3103 -0.5603
H 2.18513 -2.54675 4.56162 0.0221 0.0042 0.0234
H 2.65117 -1.04755 5.10974 -0.0109 -0.0130 0.0229
H 1.04478 -1.48583 5.15957 0.0064 0.0202 -0.0010
```
Positions in Å, forces in eV/Å.

Calculated values
* charge: +1
* relative energy (zero: lowest compared OMol25 entry of this formula, charge and spin): 90.2 kJ/mol
* LUMO: -3.87 eV
* E: -690.490990 Ha
* frontier orbital gap: 7.68 eV

These are the Mulliken partial charges, in e, on atoms 1 to 8: atom 1 (C): -1.3238, atom 2 (C): 0.0715, atom 3 (O): -0.3951, atom 4 (C): -0.5260, atom 5 (C): -0.5651, atom 6 (O): -0.2055, atom 7 (C): -1.1277, atom 8 (C): 0.5918

Entry 2:
Below is a molecular structure, C37H51BrN2P2PbS, with properties calculated with ωB97M-V/def2-TZVPD.

```
95
Properties=species:S:1:pos:R:3:forces:R:3
N -6.81117 5.54409 -6.50486 -0.1322 0.1113 -0.1439
C -6.50002 6.15643 -5.36045 0.3235 -0.7077 0.3075
C -5.78786 5.51334 -4.33657 -0.0068 -0.2763 -0.4400
C -5.31728 4.19906 -4.55114 -0.5843 0.5321 -0.9447
C -5.62575 3.58581 -5.78555 -0.2459 0.5106 0.1140
C -6.40638 4.28968 -6.71545 0.4517 0.0585 0.7104
C -4.48925 3.52576 -3.55284 1.1764 -0.5760 -0.3645
Pb 0.94489 0.28687 0.44966 -0.3300 -0.9073 0.5858
P 6.52470 -1.05410 -0.67618 -4.2411 0.6543 -0.3770
C -3.38902 2.80087 -3.89339 -1.1726 0.8477 -0.2361
C -2.50310 2.16614 -2.93940 0.6248 -0.5288 0.9028
C -1.34986 1.46655 -3.37423 -0.4868 0.2198 0.3768
C -0.47968 0.87712 -2.45004 0.0617 0.0403 -0.0380
C -0.79472 0.95368 -1.10399 -0.4765 0.6618 -0.8902
C -1.91754 1.60116 -0.63675 -0.4595 0.4056 0.1421
C -2.76827 2.23547 -1.55346 0.5663 -0.4575 -0.2721
Br 2.33287 -1.64814 1.99365 0.0321 0.3714 -0.1846
H -4.76754 3.69222 -2.50938 0.1362 -0.0559 -0.3105
H -3.10008 2.71029 -4.94956 -0.2675 0.0927 0.4198
H -5.56316 6.05346 -3.41698 -0.0528 -0.2037 -0.1622
H -5.28986 2.57633 -6.02109 -0.1154 0.2095 0.1772
H -6.82776 7.19380 -5.23681 0.0617 -0.4004 -0.1084
H -6.70095 3.82198 -7.65902 0.0920 0.2083 0.2842
H -1.14724 1.40146 -4.44467 0.0358 0.0061 0.2974
H -3.64381 2.78261 -1.19934 0.3610 -0.3185 0.0350
H 0.42526 0.37412 -2.79257 -0.1758 0.1058 -0.0167
H -2.17418 1.63216 0.41998 0.0897 0.0029 -0.2085
P -0.12192 -2.15407 -0.61354 -0.3403 -0.6416 -0.0837
C 5.96223 0.69835 -0.51445 1.1956 0.3896 0.5163
C 7.05449 1.66563 -0.97774 0.0624 0.4537 -0.1213
H 5.71620 0.86412 0.54406 0.1200 -0.1091 -0.2398
H 5.04706 0.81979 -1.11155 0.1789 -0.3802 0.1307
H 6.89171 2.65525 -0.53620 0.0838 -0.1923 -0.1822
H 8.04790 1.31640 -0.67293 -0.1802 0.2239 -0.0251
H 7.05100 1.77875 -2.06846 0.0679 -0.0436 0.2311
C 5.68426 -1.50150 -2.26044 1.2055 -0.0060 -0.6971
C 6.38200 -2.65992 -2.97638 -0.0695 -0.3014 -0.3435
H 5.69858 -0.59620 -2.88431 0.0423 -0.2381 0.1383
H 4.63925 -1.75335 -2.02901 0.2824 0.2087 0.2752
H 6.10740 -2.65776 -4.03820 0.0979 -0.0951 0.2653
H 7.47330 -2.57566 -2.90675 -0.2549 -0.0444 -0.1457
H 6.08414 -3.62742 -2.55530 0.1337 0.1900 -0.0594
C 5.38666 -1.88158 0.51560 1.0854 -0.9177 0.3748
C 6.10138 -2.21957 1.82258 -0.1320 -0.1296 0.4479
H 4.99219 -2.78684 0.03192 0.2674 0.1908 0.0653
H 4.53653 -1.20797 0.69741 0.2818 0.1131 -0.2948
H 5.53592 -2.98470 2.36595 0.1666 0.2123 -0.0451
H 7.11198 -2.60000 1.63242 -0.2571 -0.0355 0.1706
H 6.17681 -1.33661 2.46807 0.0507 -0.1861 -0.1121
C -0.05576 -3.59782 0.54558 0.3015 0.3705 0.4493
C -1.21163 -4.59082 0.57223 -0.0399 -0.1594 -0.0202
H 0.11133 -3.15784 1.54120 -0.1023 -0.3533 -0.2494
H 0.87500 -4.12161 0.28435 -0.1621 0.1776 0.2298
H -2.13835 -4.14794 0.95112 0.1800 -0.0750 -0.1502
H -1.39907 -5.03987 -0.41093 -0.0163 0.0837 0.2239
H -0.93693 -5.40309 1.25494 -0.1164 0.1031 -0.1455
C 0.98158 -2.71573 -1.98151 0.4026 -0.0332 0.2397
C 0.45781 -2.70136 -3.41595 0.1200 -0.0596 -0.2774
H 1.27275 -3.73832 -1.69968 0.0988 0.3138 -0.2067
H 1.88439 -2.08926 -1.88884 -0.1085 -0.2357 -0.1200
H -0.06617 -3.63656 -3.65148 -0.0009 0.3482 0.0691
H -0.20362 -1.85635 -3.63401 0.1357 -0.1797 0.0322
H 1.31376 -2.63218 -4.09713 -0.2255 -0.0594 0.0177
C -1.80627 -2.22823 -1.32929 0.1899 0.0902 -0.2396
C -2.87371 -1.71890 -0.35873 -0.3943 0.0353 0.0514
H -1.97760 -3.27692 -1.61392 -0.0183 0.3299 -0.0068
H -1.80671 -1.63809 -2.25600 0.0126 -0.1385 0.3152
H -3.61572 -1.12889 -0.91159 0.0897 -0.1770 0.2491
H -3.39265 -2.55662 0.12658 0.1280 0.3474 -0.0835
H -2.44919 -1.06758 0.41733 -0.1200 -0.1440 -0.1139
N -0.66394 0.32836 2.12245 -0.9291 0.2387 -0.1130
S -0.89037 -0.58233 3.44255 0.6588 -0.2265 0.3230
C 0.30212 0.06385 4.61071 0.3632 -0.2302 0.5978
C 1.14915 -0.82860 5.27702 -0.2610 0.3022 -0.2891
C 2.13821 -0.32238 6.12111 -0.1130 -0.0091 -0.0376
C 2.27589 1.05744 6.28921 -0.0506 0.0387 0.0268
C 1.42372 1.93910 5.61488 -0.3116 -0.2600 -0.2054
C 0.42058 1.43584 4.77793 0.3149 0.1498 0.1592
C -2.41824 -0.13424 4.28523 -0.7309 0.1124 0.1110
C -3.12074 1.03548 4.00530 0.0554 0.0360 0.3418
C -4.18364 1.42056 4.84004 0.2135 -0.2239 -0.2485
C -4.58651 0.60156 5.89674 0.2175 0.0145 -0.0246
C -3.92927 -0.61314 6.12495 0.2248 0.0629 -0.3337
C -2.85410 -0.99048 5.31264 0.2264 0.2287 -0.1569
H -1.10774 1.23641 2.25361 0.3214 0.0124 -0.0796
H 1.03681 -1.89430 5.08890 0.1284 0.1494 0.1644
H 2.80061 -1.01615 6.63961 -0.1684 0.2460 -0.1192
H 3.04471 1.45572 6.96169 -0.3243 -0.2034 -0.3363
H 1.52078 3.01604 5.73569 0.0226 -0.2455 0.0481
H -0.25771 2.10047 4.24197 0.2116 0.0028 0.2235
H -2.83372 1.65398 3.15639 -0.1274 0.0448 0.2449
H -4.68272 2.37203 4.65807 0.0612 -0.3070 0.0048
H -5.40660 0.91469 6.55179 0.3487 -0.1528 -0.3126
H -4.24008 -1.26538 6.94158 0.0695 0.1698 -0.2810
H -2.33276 -1.93391 5.47335 -0.1294 0.1964 0.1068
```
Positions in Å, forces in eV/Å.

Calculated values
* charge: +2
* relative energy (zero: lowest compared OMol25 entry of this formula, charge and spin): 0.0 kJ/mol
* LUMO (alpha / beta): -7.17 / -9.07 eV
* E: -5397.089029 Ha
* frontier orbital gap (alpha / beta): 4.94 / 3.12 eV

These are the Mulliken partial charges, in e, on atoms 1 to 8: atom 1 (N): -0.5755, atom 2 (C): -0.3012, atom 3 (C): -0.4562, atom 4 (C): 0.4952, atom 5 (C): -0.4994, atom 6 (C): -0.3242, atom 7 (C): -0.5041, atom 8 (Pb): 0.6959

Entry 3:
Below is a molecular structure, C34H44ClF15N2O11S, with properties calculated with ωB97M-V/def2-TZVPD.

```
108
Properties=species:S:1:pos:R:3:forces:R:3
C 1.13571 0.54927 5.72359 0.1765 0.0548 -0.1718
O 0.08879 0.78475 4.80631 -0.0791 0.2258 0.2812
C -1.12251 0.12454 5.10625 -0.3327 -0.2362 -0.1461
C -1.18160 -1.29805 4.55155 0.4953 -0.2825 -0.2065
C -0.74759 -1.38388 3.07725 -0.3482 0.3922 -0.1397
C -1.94210 -1.56557 2.11364 0.6405 0.1141 -0.1289
C -1.64699 -1.01578 0.74088 0.0760 -0.3054 0.2664
C -0.49321 -1.28068 0.07294 -0.0148 0.1524 -0.2376
C -0.19653 -0.72376 -1.21404 0.3833 -0.3881 0.2296
C 1.14502 -1.05111 -1.83414 -0.5582 0.1978 0.1155
C 2.22725 0.03869 -1.61336 -0.2142 0.0428 -0.5155
C 2.43339 0.88834 -2.87356 -0.1751 -0.0281 0.3051
Cl 1.82095 1.14821 -0.24518 0.0799 -0.1494 0.1528
C -1.06915 0.09945 -1.84546 0.0639 -0.0517 -0.2205
C -2.28977 0.38901 -1.19984 -0.2071 0.2894 -0.1499
N -3.27550 1.18426 -1.66790 0.2402 -0.3340 0.2520
S -4.40346 1.17377 -0.53518 -0.4248 0.3200 -0.1514
N -3.77070 0.21820 0.56617 0.3199 -0.1460 -0.0428
C -2.57109 -0.16577 0.08502 -0.3927 0.2397 -0.0116
H 1.72697 1.46296 5.80354 -0.0162 -0.0153 -0.0552
H 0.76083 0.30565 6.72130 -0.0434 -0.0685 -0.0120
H 1.79575 -0.25028 5.37143 -0.0463 -0.0902 0.1027
H -1.28244 0.09098 6.18956 -0.0200 0.0982 0.0116
H -1.92838 0.72424 4.67541 0.0928 0.0574 -0.0647
H -2.19731 -1.68929 4.64881 0.0124 0.0147 0.2069
H -0.52525 -1.93766 5.14890 -0.0931 0.0110 0.0827
H -0.02487 -2.18618 2.92443 -0.0110 -0.0103 0.0357
H -0.24367 -0.45394 2.80515 0.1193 -0.0531 0.0860
H -2.81425 -1.04447 2.50553 -0.1268 -0.2073 0.0406
H -2.13083 -2.63692 2.01445 -0.4234 0.0487 0.1253
H 0.24975 -1.92442 0.52923 0.0287 0.0133 0.0036
H 0.96056 -1.16502 -2.90413 0.3264 0.0121 -0.0564
H 1.47237 -2.01721 -1.46100 0.0926 0.0560 0.0583
H 3.15229 -0.44068 -1.31596 0.0708 0.1375 0.0294
H 2.71664 1.90292 -2.60434 0.2856 -0.0470 -0.1076
H 1.50540 0.96060 -3.44154 0.0177 -0.0034 -0.0173
H 3.19787 0.43259 -3.50224 -0.0251 0.0582 -0.0852
H -0.82627 0.52129 -2.81140 -0.1597 0.0620 -0.0286
C -6.91997 0.16250 -3.87394 -0.1957 -0.1454 -0.0165
C -5.78425 -0.82421 -4.03355 0.1280 0.5115 0.0626
O -6.26033 -2.17886 -3.88931 0.0896 -0.1005 -0.0034
C -6.79240 -2.72687 -4.97001 0.0713 0.1123 0.0720
O -6.92178 -2.22731 -6.04691 -0.0394 -0.0327 -0.0618
C -7.20848 -4.18035 -4.66049 -0.0585 -0.0133 -0.0110
F -7.82599 -4.27071 -3.47914 -0.0130 -0.0170 0.0141
F -6.12101 -4.96237 -4.62428 0.0299 -0.0155 0.0101
F -8.02596 -4.64090 -5.59905 -0.0016 -0.0125 -0.0235
H -7.42941 0.00077 -2.92308 0.0555 0.0442 0.0372
H -6.54190 1.18402 -3.90006 0.0515 -0.0125 -0.0030
H -7.65473 0.04467 -4.66990 0.0469 0.0340 -0.0457
H -5.04469 -0.68464 -3.24876 -0.0130 -0.1855 0.0816
H -5.27852 -0.70380 -4.99021 -0.1042 -0.1453 -0.0799
C 4.81439 -6.64953 -2.17096 -0.1994 0.1299 0.0268
C 5.68893 -5.94430 -1.15937 0.2220 -0.3220 -0.1732
O 5.10322 -4.68655 -0.75233 0.0104 0.0746 0.0693
C 4.18504 -4.75327 0.19593 0.1274 -0.0583 -0.1017
O 3.78142 -5.72702 0.75558 -0.0675 -0.0089 0.0557
C 3.69938 -3.33135 0.53922 -0.1494 0.2401 0.0747
F 3.48473 -2.59925 -0.56469 0.1309 -0.1872 0.0365
F 4.61447 -2.68828 1.27486 0.0279 -0.1603 0.0044
F 2.56486 -3.37075 1.23003 -0.0054 -0.0627 -0.0043
H 4.62012 -6.00086 -3.02532 0.0722 -0.0210 -0.0298
H 5.30853 -7.55399 -2.52320 0.0242 -0.0011 0.0061
H 3.85571 -6.92746 -1.73411 0.0371 -0.0508 0.0393
H 6.65115 -5.67967 -1.59116 -0.0384 0.1408 0.0062
H 5.87031 -6.56227 -0.28146 -0.1161 0.0618 0.0720
C 2.73977 4.93403 -1.99596 0.1723 0.1002 -0.1413
C 1.36482 5.35512 -2.46105 -0.0557 -0.3003 0.3371
O 1.43609 6.50475 -3.33127 -0.0533 0.0468 -0.0849
C 1.70841 6.25161 -4.60095 -0.0288 -0.0382 0.1525
O 1.90001 5.18362 -5.10125 0.0237 -0.0147 -0.0795
C 1.70642 7.56911 -5.40442 0.0508 0.0108 -0.0305
F 2.35355 8.53909 -4.75337 0.0083 0.0240 -0.0042
F 0.44454 7.97072 -5.60729 -0.0317 0.0119 0.0037
F 2.28680 7.39464 -6.58553 -0.0039 -0.0067 -0.0261
H 3.25618 5.76519 -1.51526 -0.0589 -0.0031 0.0655
H 2.65571 4.11441 -1.28312 -0.0329 -0.0169 0.0280
H 3.35390 4.60277 -2.83358 -0.0516 -0.0534 -0.0133
H 0.74959 5.67023 -1.62147 0.0095 0.1466 -0.0511
H 0.84647 4.54338 -2.96988 0.0477 0.0444 -0.1272
C -6.64805 -0.71393 2.45408 -0.1117 -0.0562 0.2055
C -6.77770 0.79075 2.37970 0.2246 -0.2041 -0.3787
O -7.65525 1.28876 3.41225 -0.0225 0.1141 0.0385
C -7.10421 1.46779 4.60162 0.0020 -0.0391 -0.1496
O -5.96899 1.26333 4.91275 0.0326 0.0027 0.0760
C -8.15334 2.04144 5.57719 -0.0083 -0.0310 0.0507
F -9.32503 1.41093 5.46091 -0.0227 -0.0016 0.0116
F -8.34938 3.34052 5.31525 -0.0091 0.0297 -0.0144
F -7.73506 1.92438 6.83174 0.0141 0.0113 0.0207
H -7.63198 -1.18235 2.41144 -0.0010 0.0137 -0.0703
H -6.04486 -1.07627 1.62318 0.0250 0.0291 -0.0036
H -6.17157 -1.01854 3.38568 0.0685 0.0283 -0.0274
H -7.24028 1.08978 1.44080 -0.1405 0.0709 0.0942
H -5.80774 1.28111 2.45145 -0.0067 -0.0021 0.1536
C 6.47243 -0.33287 1.65946 0.2569 0.0291 -0.1060
C 6.88570 0.93880 2.36457 -0.4068 -0.0728 0.0851
O 8.31967 1.10600 2.34440 0.0747 0.0792 0.0153
C 8.82598 1.63625 1.24281 -0.1171 -0.0551 0.0934
O 8.23059 1.98797 0.26882 0.0346 0.0245 -0.0729
C 10.35410 1.78769 1.39598 0.0313 -0.0248 -0.0417
F 10.90075 0.69499 1.93661 0.0232 -0.0105 0.0041
F 10.62647 2.82953 2.19222 0.0049 0.0205 0.0270
F 10.92110 2.00121 0.21490 0.0083 0.0184 -0.0188
H 6.98359 -1.19344 2.09192 -0.0653 -0.0042 0.0641
H 5.39909 -0.47673 1.75351 -0.0275 0.0470 0.0298
H 6.72556 -0.29017 0.59998 -0.0597 0.0422 -0.0071
H 6.61911 0.90408 3.41848 0.1485 -0.0125 0.0345
H 6.40813 1.81391 1.92628 0.1209 0.0239 -0.0931
```
Positions in Å, forces in eV/Å.

Calculated values
* charge: 0
* LUMO: -0.71 eV
* E: -4615.574732 Ha
* frontier orbital gap: 8.33 eV

These are the Mulliken partial charges, in e, on atoms 1 to 8: atom 1 (C): -0.7262, atom 2 (O): -0.3938, atom 3 (C): -0.5886, atom 4 (C): -0.9140, atom 5 (C): -0.4825, atom 6 (C): -0.7083, atom 7 (C): -0.4056, atom 8 (C): -0.0677